# 1
Molecular formula: C3H4NO2
Method: DFT, ωB97M-V with the def2-TZVPD basis set

Structure (XYZ):
```
10
Properties=species:S:1:pos:R:3:forces:R:3
C 0.48845 -0.21186 0.23195 2.5 1.8 -2.3
C 2.11121 -0.11548 0.12724 -3.6 2.3 -0.1
C -1.69586 0.21068 -0.36814 0.3 -1.0 -0.1
N -0.27739 0.27353 -0.67128 0.5 -1.0 0.8
O 2.64295 -1.18297 0.23713 1.8 -3.1 0.2
O 2.52281 1.04254 0.05308 0.7 0.8 -0.1
H 0.29721 -0.60445 1.20352 -1.4 -0.7 0.9
H -1.93373 1.16112 0.05808 -0.7 0.7 0.3
H -1.81559 -0.58497 0.38369 -0.7 0.2 -0.1
H -2.34006 0.01186 -1.25527 0.5 0.1 0.5
```
Positions in Å, forces in eV/Å.

Results
Total energy: -321.9714 a.u.
HOMO energy: -3.642 eV
SMILES: C/N=C/C(=O)[O-]
Net charge: -1
Gap between HOMO and LUMO: 7.72 eV

# 2
Molecular formula: C37H60N11O9
Method: DFT, ωB97M-V with the def2-TZVPD basis set

Structure (XYZ):
```
117
Properties=species:S:1:pos:R:3:forces:R:3
C -0.89926 -1.48149 -0.62204 0.3 0.4 0.7
C -0.48126 -0.35749 0.51096 -2.5 -6.7 1.7
C 0.39574 -1.15949 1.51096 -2.8 4.9 4.0
C 1.10674 -0.16549 2.48896 -0.4 1.1 -7.1
C 1.97174 0.79451 1.70696 -3.2 -1.4 -0.5
C 1.06074 1.58651 0.79496 3.7 2.7 -0.4
N 0.06074 0.81651 0.01496 -2.8 3.3 -1.1
O -0.60826 1.42851 -0.83504 2.3 -1.7 1.8
C 2.04074 2.19051 -0.26104 -1.0 4.5 1.5
C 0.41474 2.77651 1.46896 1.0 -0.2 3.1
C -1.87526 -0.00649 1.25296 4.8 3.6 1.5
H -1.26726 -0.95949 -1.47804 -1.1 0.2 -0.4
H -1.50726 -2.39149 -0.29704 0.2 1.9 0.1
H -0.02726 -1.97349 -1.00204 1.1 0.0 0.1
H 1.06474 -1.69949 1.09496 4.5 -3.7 -3.4
H -0.10526 -1.79349 2.25896 -0.9 0.0 -1.1
H 1.63974 -0.65749 3.08396 4.3 -4.2 5.2
H 0.31274 0.17151 2.95096 -3.5 2.9 2.9
H 2.52974 0.23651 1.04796 1.1 -2.3 -1.8
H 2.83074 1.24151 2.09896 0.4 2.0 1.6
H 1.48074 2.84551 -0.95004 0.0 -1.1 -0.5
H 2.62374 1.42151 -0.64204 1.2 -0.9 -1.2
H 2.65574 3.11351 0.19596 -0.8 -2.8 -0.3
H 1.09474 3.60251 1.89096 -0.4 -2.1 -0.1
H -0.46126 2.59751 2.07396 0.3 -0.6 1.0
H -0.02826 3.30651 0.77896 -2.4 2.8 -4.3
H -2.42726 0.39751 0.53396 -2.4 2.3 -3.0
H -1.79026 0.70851 2.13896 0.4 -0.6 -1.4
H -2.45826 -0.70949 1.61896 -1.8 -4.6 1.5
N -2.96726 -4.70049 4.58896 1.8 -2.3 0.7
C -2.41026 -5.95049 5.01896 2.1 -1.1 -4.2
C -1.40226 -6.28549 3.94596 -4.9 6.7 2.2
C -1.33726 -5.05949 3.04396 -2.2 -2.1 4.3
C -2.28026 -4.13049 3.53796 -0.1 1.1 -2.1
H -3.48526 -4.19249 5.24896 -0.9 0.9 0.5
H -2.81726 -6.70049 5.79596 0.5 2.0 -1.3
H -0.88926 -7.14049 3.79696 1.6 -2.6 -0.2
H -0.57626 -5.10149 2.34196 0.8 0.8 -1.7
H -2.68226 -3.05349 3.04696 1.3 -3.3 1.6
N -0.73026 1.88551 -4.60104 2.6 -0.7 1.7
C -1.78326 2.23351 -5.37604 -3.3 -2.4 2.6
C -3.00726 1.46151 -4.92104 4.1 -0.6 1.6
C -2.50226 0.55751 -3.84104 2.5 0.4 -1.2
C -0.99326 0.86251 -3.71804 -8.0 1.3 -2.7
H 0.25574 2.40151 -4.46304 -2.8 -1.1 -1.1
H -1.61026 2.99051 -6.07204 -0.3 1.0 -1.0
H -4.06426 1.42351 -5.20104 0.8 0.5 -0.5
H -3.05526 -0.40949 -3.34004 1.5 2.9 -1.3
H -0.39026 0.27051 -3.18504 2.8 -1.4 1.8
N 1.01274 5.42151 -4.62704 3.4 -5.1 -0.6
C 1.73074 4.99451 -5.72604 1.9 -3.7 1.5
C 2.41474 3.65151 -5.35304 -3.1 3.9 3.1
C 1.94474 3.40751 -3.92104 -1.5 3.4 -2.1
C 1.03174 4.53951 -3.58304 0.9 -1.1 1.0
H 0.38974 6.11251 -4.62704 -2.8 3.5 -0.3
H 1.69874 5.59551 -6.63604 0.3 -0.5 0.3
H 3.24274 3.05751 -5.74904 -0.7 0.5 -0.5
H 2.17274 2.54251 -3.29204 0.0 0.5 -0.2
H 0.36774 4.92151 -2.66404 1.9 -1.6 -2.0
N -4.59226 -2.15149 -1.29504 -0.4 0.1 1.3
C -4.87326 -2.58449 0.00396 4.5 -5.3 -1.0
C -4.02826 -3.95649 0.15496 -0.9 2.8 -4.2
C -3.39626 -4.23349 -1.27804 -3.3 5.3 0.6
C -3.84726 -2.98949 -2.10204 1.1 -3.4 4.3
H -4.80926 -1.16149 -1.47404 0.1 -1.0 -0.5
H -5.43526 -2.03949 0.76496 0.3 -0.1 -0.6
H -3.91926 -4.62949 1.03996 -0.4 0.9 -1.0
H -2.79826 -5.01749 -1.81904 -0.8 0.7 1.4
H -3.50626 -2.71349 -3.07504 -0.2 0.2 -0.4
N 4.08174 5.23651 0.87296 3.7 -7.3 5.5
C 3.55574 5.21851 2.16696 5.6 -3.3 -0.9
C 4.41874 4.26251 2.88996 -1.2 0.2 -3.3
C 5.18174 3.48651 1.89796 0.8 0.8 -4.6
C 4.91074 4.16551 0.46196 -1.8 1.2 11.1
H 3.65974 5.71651 0.28396 -4.6 5.7 -7.0
H 3.01674 6.06551 2.41396 -1.1 1.2 1.0
H 4.32574 4.17851 3.95596 0.3 -0.5 0.1
H 6.03974 2.57651 1.77096 -2.8 2.7 1.4
H 5.08674 3.99551 -0.50404 1.0 -0.7 -3.4
N 0.12574 -5.72749 -2.65704 0.9 -4.5 1.1
C 0.69474 -6.78549 -1.88204 1.1 1.3 2.0
C 1.34474 -6.09649 -0.70904 -0.7 1.5 -3.8
C 1.19074 -4.65049 -0.98104 -1.3 -0.3 -2.0
C 0.32674 -4.50949 -2.22304 3.9 0.8 4.4
H -0.50326 -5.99649 -3.36204 -0.7 0.0 -1.2
H 0.68374 -7.93649 -2.20504 -0.3 3.2 0.8
H 2.13874 -6.39349 0.00396 -1.1 -0.5 -0.5
H 1.73474 -3.76249 -0.47404 -1.2 -1.9 -0.9
H 0.32474 -3.68149 -2.90204 -0.7 0.4 0.0
C -5.00926 -0.25349 4.97996 0.4 -4.5 -3.0
N -5.43726 0.35151 3.65496 4.0 -6.1 -2.2
O -4.91226 -0.27449 2.61496 -1.5 2.5 2.9
O -6.31126 1.09651 3.63696 -2.4 2.9 -0.3
H -5.89326 -0.80549 5.35696 0.6 0.2 -0.4
H -4.78426 0.45551 5.62696 1.0 3.6 2.8
H -4.08526 -0.95449 4.82296 -2.0 1.4 0.1
C 6.32374 1.12951 5.72196 0.4 -2.3 2.5
N 5.40274 0.46951 4.82396 -5.8 -0.2 -0.8
O 4.44874 1.16951 4.38896 1.8 0.0 0.5
O 5.38674 -0.71449 4.58296 1.7 -0.2 0.4
H 5.88074 2.07551 5.89496 0.6 1.4 -0.7
H 7.20374 0.89251 5.09596 0.7 1.2 1.5
H 6.25674 0.69051 6.88496 0.6 0.3 -3.5
C -3.65726 3.73751 -2.28104 2.1 -1.4 -1.3
N -3.47326 3.99851 -0.77304 0.3 2.2 -2.4
O -3.20826 3.05351 -0.09304 0.0 -0.6 1.1
O -3.47326 5.19451 -0.44904 -0.1 -1.8 0.1
H -4.49726 4.28551 -2.66004 -0.2 0.8 0.1
H -3.98226 2.57551 -2.44104 1.8 2.9 0.4
H -2.52926 4.23951 -2.90304 -3.8 -2.2 2.1
C 3.52774 -2.14349 -3.37804 2.5 1.5 -0.3
N 2.59074 -1.20449 -2.63004 3.3 -0.4 4.3
O 2.41874 -1.64949 -1.46904 -1.3 0.7 -1.6
O 2.56774 0.00051 -2.85604 -0.9 -1.4 -1.1
H 3.65274 -3.21249 -3.04404 -0.8 1.6 0.1
H 4.56274 -1.54249 -3.36804 -2.2 -1.5 0.5
H 3.27174 -2.03349 -4.38104 -0.6 -0.4 -1.9
```
Positions in Å, forces in eV/Å.

Results
Total energy: -2723.8269 a.u.
HOMO energy: -9.520 eV
Net charge: +1
Gap between HOMO and LUMO: 4.30 eV

# 3
Molecular formula: C4H8O4
Method: DFT, ωB97M-V with the def2-TZVPD basis set

Structure (XYZ):
```
16
Properties=species:S:1:pos:R:3:forces:R:3
C -0.62305 1.00942 0.02581 -5.1 -1.4 -1.6
C -0.10087 -0.17314 -0.63809 6.1 1.1 1.3
C -0.35056 -1.54563 -0.07051 -0.1 0.1 0.0
C 1.60722 0.37808 -0.26699 -1.1 -2.0 -1.5
O 2.19184 -0.36339 0.68889 0.0 0.0 0.2
O -0.64721 0.96372 1.38324 0.1 0.1 -0.2
O -2.14043 0.63435 -0.65829 0.8 1.7 1.2
O 2.18771 1.21289 -0.90394 -0.4 0.1 0.3
H 3.13654 -0.12987 0.74129 -0.2 0.2 0.0
H -0.96491 1.80426 1.73296 0.0 0.0 -0.1
H -2.59308 0.00794 -0.07699 0.3 0.2 0.2
H -0.40423 1.96789 -0.44166 0.0 -0.1 0.1
H -0.07741 -0.08268 -1.71873 -0.3 0.1 0.1
H -0.56430 -1.50612 0.99503 0.0 0.0 0.0
H -1.18737 -2.00527 -0.59373 0.0 0.0 0.0
H 0.53011 -2.17247 -0.19830 -0.1 0.0 -0.1
```
Positions in Å, forces in eV/Å.

Results
Total energy: -458.1140 a.u.
HOMO energy: -9.190 eV
SMILES: C[C@H](C(=O)O)C(O)O
Net charge: 0
Gap between HOMO and LUMO: 9.67 eV

# 4
Molecular formula: C4H10O
Method: DFT, ωB97M-V with the def2-TZVPD basis set

Structure (XYZ):
```
15
Properties=species:S:1:pos:R:3:forces:R:3
C 1.98796 -0.11477 0.18763 0.1 0.0 0.1
C 0.87654 -0.08660 -0.82372 0.1 0.2 -0.2
C -0.27999 0.68466 -0.60062 0.1 0.0 -0.3
C -1.70187 -0.69128 0.46751 -0.3 -0.2 0.2
O -0.27995 1.62308 0.35116 -0.1 0.1 0.1
H 1.59106 -0.13340 1.21101 0.0 0.0 -0.2
H 2.63557 0.76733 0.10914 -0.1 -0.1 0.1
H 2.61452 -1.00271 0.05561 -0.1 0.1 0.0
H 1.04352 -0.41097 -1.84479 0.0 0.0 0.1
H -0.25220 -0.66644 -0.27893 -0.3 -0.1 0.2
H -1.01666 0.75401 -1.39752 0.2 0.0 0.1
H -1.93605 -1.68671 0.06752 0.1 0.0 0.0
H -1.46749 -0.78025 1.53543 0.0 0.0 -0.1
H -2.62052 -0.08976 0.36866 0.2 -0.1 0.0
H -1.19446 1.83381 0.59191 0.1 0.0 0.0
```
Positions in Å, forces in eV/Å.

Results
Total energy: -233.4582 a.u.
HOMO energy: -6.888 eV
Net charge: 0
Gap between HOMO and LUMO: 7.58 eV